Record 1
Molecular formula: C3H5N3
Method: DFT, the ωB97M-V functional and the def2-TZVPD basis

The geometry in ORCA input format:
```
! wB97M-V def2-TZVPD RIJCOSX def2/J DEFGRID3
* xyz 0 1
N -0.99974 -2.91105 1.42458
N -1.40558 1.71667 -0.86357
N -0.69044 -2.17691 0.47752
C -0.27436 -1.37885 -0.30804
C 1.10339 1.89122 -0.13698
C -0.29968 1.81380 -0.53797
H -0.95286 -3.88419 1.11138
H 1.71499 2.20813 -0.98556
H 1.43445 0.90185 0.19295
H -0.82715 -0.82545 -1.05481
H 1.22650 2.60744 0.67895
*
```

## Properties
- Frontier orbital gap: 9.9368 eV
- Energy above the lowest of the compared OMol25 structures with the same formula, charge and spin: 3.527 eV

***

Record 2
Molecular formula: FH2P
Method: DFT, the ωB97M-V functional and the def2-TZVPD basis

The geometry in ORCA input format:
```
! wB97M-V def2-TZVPD RIJCOSX def2/J DEFGRID3
* xyz 0 1
P 0.18270 0.05594 0.67697
F 0.69768 -1.06218 -0.45747
H -1.01580 -0.30168 0.25591
H 0.13542 1.30791 -0.47541
*
```

## Properties
- Frontier orbital gap: 10.9691 eV
- SMILES: FP
- Energy above the lowest of the compared OMol25 structures with the same formula, charge and spin: 0.758 eV

***

Record 3
Molecular formula: C4H7O3Tl
Method: DFT, the ωB97M-V functional and the def2-TZVPD basis

The geometry in ORCA input format:
```
! wB97M-V def2-TZVPD RIJCOSX def2/J DEFGRID3
* xyz 0 1
Tl 1.10761 1.02006 2.15598
O 0.12626 1.11227 0.06613
O -0.82542 -0.91409 -0.16188
O -0.77075 0.39834 -1.85997
C -0.63772 -1.19336 1.19635
C -0.44977 0.27297 -0.60438
C -0.38202 1.60394 -2.52833
C 0.39920 -1.94190 1.59541
H -0.84264 2.46838 -2.03726
H 1.14672 -2.29122 0.87951
H -1.48157 -0.89813 1.82365
H 0.70980 1.69926 -2.52124
H 0.45073 -2.23540 2.64428
H 2.20015 -0.60421 2.90338
H -0.75060 1.50310 -3.55162
*
```

## Properties
- Frontier orbital gap: 6.9016 eV
- Energy above the lowest of the compared OMol25 structures with the same formula, charge and spin: 1.589 eV

***

How do the records compare in HOMO? In the order shown, they have -9.2 -10.5 -6.5 eV.